{"formula": "C4H6N2O", "method": "wB97M-V/def2-TZVPD", "symbols": ["C", "C", "C", "C", "N", "N", "O", "H", "H", "H", "H", "H", "H"], "positions_angstrom": [[1.8420, 0.4046, 1.6871], [0.9316, 0.3380, -0.7662], [1.3701, 0.3651, 0.4907], [-2.3915, -1.4358, -0.4947], [-0.0902, 1.0696, -1.3717], [-1.6599, -1.3242, 0.4417], [-3.3349, -1.3547, -1.1756], [2.8728, 0.7920, 1.9827], [1.2190, 0.0783, 2.4276], [1.1985, -0.5750, -1.1989], [-0.2968, 2.0228, -0.9664], [-0.9537, 0.6760, -1.4090], [-0.7070, -1.0567, 0.3527]], "forces_ev_per_a": [[3.042, 1.344, -0.505], [-0.602, -0.454, 2.828], [-0.366, 0.998, -1.955], [-2.404, 1.228, -0.267], [2.211, 4.376, 0.139], [1.065, -0.600, 0.948], [0.358, -0.789, -0.764], [-1.602, -0.310, -0.564], [-1.242, -1.147, 2.152], [0.307, -1.206, -1.406], [0.937, -1.476, -0.426], [-2.682, -2.091, -0.339], [0.978, 0.127, 0.160]], "fmax_ev_per_a": 4.91, "homo_lumo_gap_ev": 9.51, "molar_mass_g_mol": 98.1, "homo_energy_ev": -8.980, "energy_ev": -9270.2287, "e_lumo_ha": 0.019}